(1)
The following is a quantum chemistry calculation of a molecular structure, C63H40I4N5O3PPbS2Se2 at a distorted geometry, from the OMol25 dataset.

Summary:
* total energy: -278878.2015 eV
* multiplicity: 1
* total charge: -2
* LUMO energy: 2.919 eV
* orbital gap: 4.492 eV
* energy above the lowest of the compared OMol25 structures with the same formula, charge and spin: 0.00 kJ/mol

Positions of all 121 atoms, in Å:
Pb1 14.95 14.20 11.53
I1 7.70 7.63 11.73
C1 9.34 8.86 11.38
C2 10.51 8.32 10.92
C3 11.65 9.10 10.76
C4 11.62 10.46 11.01
C5 10.40 10.99 11.53
C6 9.28 10.21 11.67
C7 12.82 11.33 10.90
C8 12.75 12.39 9.99
C9 11.56 12.69 9.17
C10 11.83 13.78 8.45
C11 13.16 14.27 8.83
C12 13.78 15.41 8.36
C13 12.92 16.45 7.72
C14 13.14 17.07 6.52
C15 12.23 18.01 6.00
C16 11.12 18.40 6.76
I2 9.74 19.80 6.13
C17 10.91 17.80 8.00
C18 11.74 16.81 8.42
C19 15.11 15.91 8.70
N1 15.91 15.40 9.70
C20 16.96 16.25 9.88
C21 18.11 16.06 10.84
C22 19.44 16.46 10.09
C23 19.97 15.64 9.11
C24 21.09 16.06 8.38
C25 21.64 17.28 8.70
I3 23.40 18.03 7.75
C26 21.17 18.09 9.72
C27 20.05 17.67 10.41
C28 18.32 14.67 11.44
C29 19.53 14.23 12.05
C30 19.26 13.12 12.77
C31 17.88 12.84 12.53
N2 17.36 13.75 11.64
C32 17.19 11.69 13.03
C33 15.96 11.14 12.66
C34 15.30 10.01 13.24
C35 14.08 9.86 12.58
C36 13.99 10.97 11.65
N3 15.10 11.69 11.70
C37 18.00 10.98 14.02
C38 18.61 9.77 13.62
C39 19.38 9.06 14.51
C40 19.62 9.61 15.75
I4 20.89 8.51 16.98
C41 19.05 10.80 16.19
C42 18.20 11.47 15.31
C43 16.84 17.34 9.01
C44 15.64 17.14 8.30
N4 13.69 13.34 9.73
H1 10.55 7.27 10.68
H2 12.53 8.59 10.38
H3 10.32 12.04 11.71
H4 8.41 10.72 12.04
H5 10.70 12.06 9.11
H6 11.19 14.24 7.71
H7 14.01 16.77 5.92
H8 12.33 18.38 5.01
H9 10.03 18.05 8.62
H10 11.48 16.28 9.31
H11 19.50 14.71 8.82
H12 21.53 15.45 7.62
H13 21.63 19.04 9.92
H14 19.54 18.30 11.15
H15 20.43 14.79 11.98
H16 19.93 12.49 13.37
H17 15.70 9.39 14.05
H18 13.30 9.16 12.81
H19 18.55 9.42 12.63
H20 19.87 8.14 14.25
H21 19.34 11.22 17.14
H22 17.82 12.42 15.64
H23 17.43 18.24 8.90
H24 15.29 17.84 7.57
Se1 16.85 15.81 14.49
P1 17.08 17.57 13.29
Se2 14.84 19.22 11.54
C45 16.19 18.67 14.63
C46 17.00 18.80 15.77
C47 16.58 19.45 16.91
C48 15.31 20.02 16.95
C49 14.49 19.89 15.87
C50 14.93 19.21 14.71
C51 18.65 18.48 13.59
C52 18.75 19.84 13.40
C53 19.99 20.50 13.68
C54 21.02 19.81 14.21
C55 20.94 18.43 14.40
C56 19.79 17.75 14.03
H25 17.95 18.33 15.81
H26 17.23 19.47 17.76
H27 15.05 20.56 17.85
H28 13.52 20.33 15.93
H29 14.18 19.08 13.96
H30 17.89 20.42 13.06
H31 20.02 21.59 13.56
H32 21.99 20.33 14.38
H33 21.83 17.88 14.74
H34 19.71 16.68 14.07
S1 13.45 17.81 10.63
C57 12.69 17.00 12.01
N5 12.94 17.21 13.24
C58 12.26 16.36 14.08
C59 12.48 16.26 15.46
C60 11.81 15.29 16.18
C61 10.89 14.44 15.56
C62 10.64 14.51 14.20
C63 11.40 15.46 13.45
S2 11.41 15.80 11.74
H35 13.23 16.93 15.87
H36 12.03 15.15 17.24
H37 10.36 13.71 16.16
H38 9.92 13.93 13.68
O1 14.22 12.49 15.26
H39 14.55 11.82 14.64
H40 14.65 13.31 15.01
O2 16.18 18.09 11.98
O3 18.10 16.95 11.98

These are the Mulliken partial charges, in e, on atoms 1 to 99: atom 1 (Pb): 0.96, atom 2 (I): 0.02, atom 3 (C): -0.21, atom 4 (C): -0.57, atom 5 (C): -0.47, atom 6 (C): -0.41, atom 7 (C): -0.34, atom 8 (C): -0.54, atom 9 (C): 0.93, atom 10 (C): 0.76, atom 11 (C): -1.26, atom 12 (C): -1.12, atom 13 (C): 0.28, atom 14 (C): 0.65, atom 15 (C): 0.10, atom 16 (C): -0.06, atom 17 (C): -0.72, atom 18 (C): -0.20, atom 19 (I): 0.03, atom 20 (C): -0.78, atom 21 (C): -0.57, atom 22 (C): -0.11, atom 23 (N): -0.28, atom 24 (C): 0.13, atom 25 (C): 2.17, atom 26 (C): -0.59, atom 27 (C): 0.09, atom 28 (C): -0.81, atom 29 (C): -0.15, atom 30 (I): -0.05, atom 31 (C): -0.82, atom 32 (C): -0.20, atom 33 (C): -0.07, atom 34 (C): -1.56, atom 35 (C): -1.79, atom 36 (C): 0.15, atom 37 (N): 0.30, atom 38 (C): 1.66, atom 39 (C): -0.75, atom 40 (C): -0.89, atom 41 (C): -0.95, atom 42 (C): 0.54, atom 43 (N): -0.58, atom 44 (C): -0.81, atom 45 (C): -0.24, atom 46 (C): -0.88, atom 47 (C): 0.17, atom 48 (I): 0.02, atom 49 (C): -0.62, atom 50 (C): 0.18, atom 51 (C): -1.21, atom 52 (C): -1.10, atom 53 (N): -0.51, atom 54 (H): 0.35, atom 55 (H): 0.50, atom 56 (H): 0.60, atom 57 (H): 0.39, atom 58 (H): 0.59, atom 59 (H): 0.53, atom 60 (H): 0.52, atom 61 (H): 0.42, atom 62 (H): 0.38, atom 63 (H): 0.78, atom 64 (H): 0.47, atom 65 (H): 0.43, atom 66 (H): 0.44, atom 67 (H): 0.22, atom 68 (H): 0.74, atom 69 (H): 0.31, atom 70 (H): 0.37, atom 71 (H): 0.46, atom 72 (H): 0.59, atom 73 (H): 0.37, atom 74 (H): 0.40, atom 75 (H): 0.43, atom 76 (H): 0.50, atom 77 (H): 0.44, atom 78 (Se): -0.29, atom 79 (P): 1.80, atom 80 (Se): -0.15, atom 81 (C): 1.26, atom 82 (C): -0.70, atom 83 (C): -0.84, atom 84 (C): -0.49, atom 85 (C): -0.99, atom 86 (C): -0.52, atom 87 (C): -0.32, atom 88 (C): 0.21, atom 89 (C): -0.96, atom 90 (C): -0.45, atom 91 (C): -0.75, atom 92 (C): 0.05, atom 93 (H): 0.27, atom 94 (H): 0.45, atom 95 (H): 0.34, atom 96 (H): 0.44, atom 97 (H): -0.03, atom 98 (H): 0.31, atom 99 (H): 0.35

(2)
The following is a quantum chemistry calculation of a molecular structure, C20H26N7O2S2Sn, from the OMol25 dataset.

Summary:
* total energy: -63164.4122 eV
* multiplicity: 1
* total charge: +3
* LUMO energy: -11.163 eV
* orbital gap: 4.285 eV

Positions of all 58 atoms, in Å:
Sn1 0.15 1.09 0.16
C1 -0.27 4.08 -0.96
C2 1.07 3.69 -1.53
N1 1.78 2.76 -0.62
C3 2.41 3.39 0.55
C4 1.49 3.48 1.75
C5 1.76 4.35 2.79
C6 0.91 4.36 3.89
C7 -0.20 3.53 3.90
C8 -0.43 2.70 2.82
C9 -1.62 1.77 2.80
N2 -1.88 1.18 1.47
C10 -2.89 1.90 0.65
C11 -2.31 3.18 0.09
N3 -1.10 2.87 -0.73
N4 0.42 2.66 1.78
H1 -0.78 4.78 -1.63
H2 -0.15 4.58 0.00
H3 1.67 4.57 -1.75
H4 0.92 3.15 -2.48
H5 2.50 2.30 -1.16
H6 2.78 4.39 0.31
H7 3.27 2.79 0.84
H8 2.62 5.01 2.74
H9 1.11 5.01 4.73
H10 -0.89 3.54 4.74
H11 -2.50 2.30 3.17
H12 -1.43 0.95 3.50
H13 -2.23 0.24 1.61
H14 -3.79 2.12 1.23
H15 -3.18 1.23 -0.16
H16 -2.00 3.86 0.88
H17 -3.06 3.69 -0.51
H18 -1.42 2.55 -1.64
N5 -1.39 -7.10 -3.78
C12 -0.98 -5.93 -3.28
C13 0.40 -5.63 -3.20
C14 0.82 -4.43 -2.71
C15 -0.12 -3.48 -2.28
C16 -1.50 -3.77 -2.35
C17 -1.92 -4.97 -2.83
S1 0.40 -2.00 -1.67
O1 -0.53 -0.94 -1.90
O2 1.81 -1.77 -1.88
N6 0.24 -2.33 0.03
C18 1.09 -3.00 0.68
S2 2.73 -3.60 0.05
C19 2.98 -4.32 1.48
C20 1.88 -4.10 2.44
N7 0.90 -3.40 2.00
H19 -0.74 -7.78 -4.13
H20 -2.37 -7.32 -3.86
H21 1.12 -6.35 -3.57
H22 1.88 -4.20 -2.71
H23 -2.22 -3.03 -2.02
H24 -2.98 -5.19 -2.90
H25 3.87 -4.91 1.68
H26 1.91 -4.48 3.45

Which charges does Mulliken predict for the atoms? In e, they are: atom 1 (Sn): 1.01, atom 2 (C): -0.65, atom 3 (C): -0.99, atom 4 (N): -0.22, atom 5 (C): -1.18, atom 6 (C): 0.78, atom 7 (C): -1.02, atom 8 (C): -0.46, atom 9 (C): -0.99, atom 10 (C): 0.78, atom 11 (C): -1.20, atom 12 (N): -0.18, atom 13 (C): -0.98, atom 14 (C): -0.65, atom 15 (N): -0.31, atom 16 (N): 0.31, atom 17 (H): 0.57, atom 18 (H): 0.37, atom 19 (H): 0.42, atom 20 (H): 0.45, atom 21 (H): 0.34, atom 22 (H): 0.42, atom 23 (H): 0.45, atom 24 (H): 0.53, atom 25 (H): 0.47, atom 26 (H): 0.52, atom 27 (H): 0.42, atom 28 (H): 0.48, atom 29 (H): 0.34, atom 30 (H): 0.46, atom 31 (H): 0.44, atom 32 (H): 0.35, atom 33 (H): 0.56, atom 34 (H): 0.39, atom 35 (N): -0.42, atom 36 (C): 1.15, atom 37 (C): -0.81, atom 38 (C): -0.49, atom 39 (C): 0.01, atom 40 (C): -0.53, atom 41 (C): -0.88, atom 42 (S): 1.50, atom 43 (O): -0.76, atom 44 (O): -0.70, atom 45 (N): -0.31, atom 46 (C): 0.62, atom 47 (S): 0.19, atom 48 (C): 0.02, atom 49 (C): -0.30, atom 50 (N): -0.39, atom 51 (H): 0.22, atom 52 (H): 0.22, atom 53 (H): 0.34, atom 54 (H): 0.60, atom 55 (H): 0.43, atom 56 (H): 0.34, atom 57 (H): 0.42, atom 58 (H): 0.48